2 unconnected molecules or ions with the total composition C33H22F4N3 in a non-equilibrium geometry. Source: OMol25; level of theory: ωB97M-V with the def2-TZVPD basis set.

Cartesian coordinates (Å):
F1 1.813 -3.845 -1.026
C1 2.363 -2.767 -0.415
C2 3.662 -2.390 -0.692
C3 4.218 -1.288 -0.065
F2 5.494 -0.928 -0.333
C4 3.471 -0.564 0.836
C5 2.142 -0.913 1.145
C6 1.437 -0.107 2.072
C7 0.100 -0.162 2.536
C8 -0.336 0.840 3.427
C9 -1.624 0.867 3.908
F3 -2.011 1.844 4.760
C10 -2.526 -0.110 3.521
C11 -2.137 -1.111 2.652
F4 -3.013 -2.069 2.268
C12 -0.852 -1.134 2.173
C13 1.622 -2.044 0.484
H1 4.241 -2.957 -1.398
H2 3.919 0.296 1.299
H3 2.017 0.703 2.484
H4 0.341 1.615 3.732
H5 -3.535 -0.091 3.890
H6 -0.639 -1.944 1.514
H7 0.636 -2.413 0.644
C14 -1.574 -2.052 8.066
C15 -1.200 -1.901 6.745
C16 -0.093 -2.565 6.263
C17 0.646 -3.390 7.094
N1 1.803 -4.103 6.580
C18 2.774 -3.589 5.811
N2 3.608 -4.591 5.549
C19 4.875 -4.536 4.844
C20 5.025 -3.715 3.735
C21 6.210 -3.704 3.031
C22 7.258 -4.512 3.425
C23 7.130 -5.307 4.544
C24 5.953 -5.302 5.258
C25 3.045 -5.748 6.205
C26 3.591 -7.106 6.180
C27 3.455 -7.936 7.291
C28 4.020 -9.192 7.305
C29 4.718 -9.650 6.204
C30 4.819 -8.861 5.076
C31 4.249 -7.609 5.059
N3 1.967 -5.419 6.860
C32 0.262 -3.540 8.416
C33 -0.845 -2.876 8.901
H8 -2.445 -1.540 8.440
H9 -1.774 -1.266 6.089
H10 0.206 -2.457 5.236
H11 4.209 -3.083 3.434
H12 6.329 -3.053 2.182
H13 8.182 -4.515 2.871
H14 7.946 -5.932 4.867
H15 5.847 -5.914 6.137
H16 2.903 -7.579 8.143
H17 3.918 -9.823 8.173
H18 5.187 -10.620 6.224
H19 5.350 -9.220 4.209
H20 4.313 -6.997 4.177
H21 0.838 -4.185 9.056
H22 -1.140 -2.997 9.932

**F_max**: 2.79 eV/A
**Electronic energy**: -1834.1124 a.u.
**Total charge**: +1
**HOMO level**: -0.3861 Ha



A molecular structure, C33H23Br2N7O3Pt in a non-equilibrium geometry. Source: OMol25; level of theory: ωB97M-V with the def2-TZVPD basis set.

Cartesian coordinates (Å):
Pt1 0.262 -0.061 -0.242
Br1 2.686 -1.396 0.279
C1 1.710 -3.058 0.161
Br2 -0.151 -2.598 -0.170
H1 1.781 -3.595 1.101
H2 2.080 -3.645 -0.673
C2 -7.656 11.527 -1.413
O1 -6.265 11.221 -1.218
C3 -5.783 10.038 -1.114
C4 -4.359 9.969 -0.954
C5 -3.742 8.763 -0.837
C6 -4.498 7.566 -0.856
C7 -5.906 7.633 -1.029
C8 -6.545 8.831 -1.152
C9 -3.795 6.308 -0.675
N1 -2.499 6.214 -0.496
C10 -2.230 4.891 -0.325
C11 -3.430 4.135 -0.416
N2 -4.394 5.054 -0.637
C12 -3.467 2.708 -0.346
C13 -4.563 1.855 -0.569
C14 -4.363 0.496 -0.547
C15 -3.075 -0.015 -0.344
N3 -2.028 0.765 -0.115
C16 -2.229 2.106 -0.063
C17 -1.085 2.920 0.232
N4 -0.007 2.212 0.610
C18 2.272 2.872 0.071
C19 2.363 4.426 0.016
C20 0.272 5.139 -0.073
C21 -0.981 4.297 -0.053
H3 -7.717 12.605 -1.504
H4 -8.255 11.194 -0.564
H5 -8.042 11.054 -2.317
H6 -3.808 10.901 -0.936
H7 -2.669 8.705 -0.727
H8 -6.506 6.734 -1.073
H9 -7.620 8.861 -1.273
H10 -5.378 4.867 -0.761
H11 -5.552 2.250 -0.769
H12 -5.181 -0.190 -0.721
H13 -2.906 -1.084 -0.379
H14 3.216 2.365 0.264
H15 3.373 4.824 0.029
H16 -0.047 6.176 -0.150
O2 1.975 7.160 0.847
N5 1.730 6.304 1.667
O3 1.790 6.379 2.869
C22 1.357 4.958 1.075
C23 1.429 4.840 -1.138
C24 1.293 3.627 -2.000
C25 0.860 3.468 -3.309
C26 0.760 2.177 -3.817
C27 0.937 1.105 -2.957
N6 1.335 1.269 -1.684
C28 1.652 2.502 -1.268
C29 1.221 2.659 1.155
N7 0.626 1.414 1.638
C30 0.213 1.346 3.001
C31 0.219 2.441 3.772
C32 0.559 3.756 3.250
C33 1.056 3.853 2.010
H17 1.703 5.749 -1.666
H18 0.613 4.323 -3.926
H19 0.496 1.999 -4.850
H20 0.758 0.091 -3.293
H21 -0.005 0.354 3.368
H22 -0.030 2.346 4.822
H23 0.427 4.630 3.872

**Spin multiplicity**: 5
**F_max**: 1.54 eV/A
**Electronic energy**: -7145.9503 a.u.
**Total charge**: +4
**HOMO level (spin up / spin down)**: -0.6842 / -0.7045 Ha